# 1
Computed, not measured: a molecular structure, C34H47Br5N2O4ReSi2 in a non-equilibrium geometry, with wB97M-V/def2-TZVPD.

Properties
HOMO-LUMO gap (alpha / beta)	6.23 / 6.31	eV
2S+1	4
relative energy (zero: lowest compared OMol25 entry of this formula, charge and spin)	0.0	kcal per mole
HOMO (alpha / beta)	-7.1135 / -7.3049	eV
total charge	0

```
95
Properties=species:S:1:pos:R:3:forces:R:3
Re -0.7694 1.2064 0.3223 0.17 3.10 0.68
Br 0.1903 7.8551 2.1778 -0.04 0.04 0.05
C 0.4819 6.0833 1.6137 0.19 -0.01 -0.09
C 1.7362 5.6859 1.1567 -0.14 0.13 0.06
Br 3.1638 6.9143 1.1013 0.04 -0.01 0.00
C 1.9357 4.3751 0.7282 -0.08 -0.27 -0.01
Br 3.5788 3.7731 0.0446 0.12 -0.08 -0.02
C 0.8973 3.4560 0.7503 -0.48 0.99 0.53
O 1.0073 2.2047 0.3544 -0.71 -1.32 -0.25
C -0.3859 3.8637 1.2000 1.31 0.67 -0.10
O -1.3477 2.9618 1.1293 -0.53 -1.22 -0.34
C -0.5716 5.1696 1.6295 -0.22 -0.26 0.05
Br -2.3047 5.6382 2.2087 -0.02 -0.04 -0.01
C -4.1140 0.4868 -1.1940 0.10 -0.03 0.03
C -3.8783 0.1811 0.2530 -0.15 -0.01 -0.04
C -4.8785 -0.2751 1.0912 -0.03 -0.04 -0.04
C -4.5842 -0.5816 2.4220 0.14 0.05 -0.08
C -3.3106 -0.4214 2.9193 -0.01 -0.03 0.03
C -2.3287 0.0609 2.0440 0.02 -0.09 -0.17
N -2.6387 0.3394 0.7425 -0.33 -0.08 0.05
N -1.0265 0.3322 2.2368 0.30 0.20 -0.43
Si -0.1901 0.4383 3.7674 0.44 0.05 0.18
C -1.0834 1.6548 4.9016 0.13 -0.26 -0.18
C -0.1301 -1.2920 4.5446 -0.15 0.35 0.01
C 1.5625 1.0188 3.3693 -0.31 -0.10 0.16
H -4.3810 -0.4256 -1.7299 -0.02 -0.02 0.02
H -3.2179 0.9110 -1.6411 -0.04 0.03 -0.05
H -4.9306 1.1985 -1.3078 -0.02 0.00 -0.01
H -5.8796 -0.3998 0.7052 0.00 -0.01 -0.03
H -5.3683 -0.9550 3.0680 -0.01 0.02 0.02
H -3.0549 -0.6535 3.9425 -0.03 -0.01 0.03
H -2.1037 1.3353 5.1193 -0.03 -0.04 0.00
H -1.1453 2.6460 4.4491 0.06 0.01 -0.08
H -0.5595 1.7512 5.8540 0.05 -0.01 0.03
H -0.9802 -1.4629 5.2073 -0.04 -0.05 0.01
H 0.7745 -1.4120 5.1423 0.04 0.02 0.03
H -0.1370 -2.0720 3.7819 0.03 0.01 -0.07
H 1.8264 1.8789 3.9866 0.02 0.03 0.01
H 1.6552 1.3200 2.3269 0.01 0.04 -0.03
H 2.3030 0.2394 3.5547 -0.02 -0.05 0.06
C 4.1861 -1.4334 0.2398 -0.16 -0.02 -0.15
C 3.1702 -2.5765 0.3719 -0.17 0.18 -0.12
C 2.3801 -2.3359 1.6673 -0.11 -0.09 -0.17
C 3.9484 -3.8994 0.4861 -0.24 -0.03 -0.24
Si 2.0194 -2.6815 -1.1791 -0.23 0.29 0.22
Br 0.1366 -0.8188 -0.7068 1.03 -2.01 -1.05
C 2.7295 -2.0389 -2.8582 -0.23 0.14 0.14
C 1.6565 -2.0848 -3.9571 -0.01 -0.12 0.22
C 3.2053 -0.5791 -2.7547 -0.07 -0.05 0.18
C 3.9127 -2.9209 -3.2904 -0.12 -0.15 0.34
C 0.8074 -4.1928 -1.2366 -0.10 0.29 0.08
C 0.3564 -4.5900 0.1787 0.18 0.13 -0.10
C 1.5201 -5.3880 -1.8901 0.25 0.29 -0.02
C -0.4756 -3.8913 -2.0285 0.16 0.19 -0.01
H 4.7901 -1.3836 1.1482 -0.02 -0.04 0.06
H 3.6846 -0.4726 0.1206 0.07 0.08 -0.01
H 4.8676 -1.5934 -0.5953 0.03 0.06 -0.01
H 3.0863 -2.2176 2.4921 0.05 -0.01 0.02
H 1.7236 -3.1700 1.9056 -0.03 0.04 0.07
H 1.7820 -1.4268 1.6031 -0.01 0.02 0.08
H 4.6543 -3.8244 1.3152 0.03 0.02 0.03
H 4.5156 -4.1116 -0.4230 0.08 -0.06 0.03
H 3.2882 -4.7442 0.6831 0.05 -0.05 0.02
H 0.7777 -1.5096 -3.6641 -0.07 0.01 -0.11
H 1.3580 -3.1067 -4.1916 -0.03 0.00 -0.04
H 2.0666 -1.6433 -4.8672 0.02 0.03 -0.02
H 2.4347 0.0625 -2.3265 0.04 0.11 -0.03
H 3.4297 -0.2106 -3.7574 -0.02 -0.02 -0.06
H 4.1097 -0.4785 -2.1619 -0.02 0.05 0.00
H 3.6096 -3.9582 -3.4423 0.06 -0.03 -0.05
H 4.7202 -2.9056 -2.5565 0.07 0.00 -0.03
H 4.3094 -2.5424 -4.2342 0.00 0.03 -0.03
H 1.1662 -5.0391 0.7532 -0.03 0.04 0.09
H -0.4431 -5.3293 0.0978 -0.01 -0.04 -0.02
H -0.0374 -3.7262 0.7150 -0.06 -0.06 0.09
H 2.4539 -5.6341 -1.3813 0.03 -0.09 -0.02
H 1.7427 -5.1935 -2.9402 0.00 -0.06 -0.04
H 0.8674 -6.2613 -1.8398 -0.03 -0.03 0.01
H -1.0748 -3.1491 -1.5057 -0.12 -0.04 -0.04
H -1.0591 -4.8102 -2.1137 -0.01 -0.05 0.01
H -0.2781 -3.5173 -3.0296 -0.07 -0.05 -0.02
O -0.2892 4.0764 -1.7214 -0.11 -0.25 -0.12
C -1.2291 3.3165 -1.7798 -0.13 0.68 -0.27
O -1.1802 2.0179 -1.5637 0.18 -0.92 1.06
C -2.6138 3.8016 -2.1468 0.11 -0.19 0.07
C -2.9184 4.1629 -3.4522 0.02 -0.02 0.06
C -4.2116 4.5470 -3.7771 0.06 0.00 -0.04
C -5.1943 4.5829 -2.7991 -0.12 0.05 -0.02
C -4.8836 4.2504 -1.4882 0.08 0.00 -0.03
C -3.5962 3.8501 -1.1637 -0.07 -0.02 0.00
H -2.1465 4.1255 -4.2103 0.01 0.05 -0.01
H -4.4469 4.8233 -4.7970 -0.03 -0.02 0.00
H -6.2052 4.8706 -3.0583 0.01 0.05 0.00
H -5.6416 4.3001 -0.7164 -0.01 0.00 -0.01
H -3.3539 3.5744 -0.1450 0.06 0.01 0.03
```
Positions in Å, forces in eV/Å.


# 2
Computed, not measured: 4 unconnected molecules or ions with the total composition C34H47ClFN3O8 in a non-equilibrium geometry, with wB97M-V/def2-TZVPD.

Properties
HOMO-LUMO gap	8.89	eV
2S+1	1
HOMO	-9.1095	eV
total charge	0
SMILES string	C[C@@H](F)Cc1c(O)c(CCCCl)cc2c1C(=O)c1ccc(CCCCOC=O)cc1C2=O.CN(C)C=O.CN(C)C=O.CN(C)C=O

```
94
Properties=species:S:1:pos:R:3:forces:R:3
C 4.4378 0.3908 2.0663 -0.46 0.90 0.11
C 3.7693 1.6366 1.4598 0.21 -1.49 -0.80
F 4.7697 2.5281 1.0746 -0.13 0.29 0.51
C 3.0255 1.1970 0.1780 -0.05 0.66 -0.31
C 1.8957 2.1324 -0.2159 0.10 -0.82 0.54
C 2.1059 3.3391 -0.8742 0.79 -0.51 0.27
O 3.4146 3.7149 -1.1467 -0.26 -0.04 -0.35
C 1.0749 4.1568 -1.2571 -0.70 1.57 -0.66
C 1.3383 5.4495 -2.0136 0.72 -0.91 0.07
C 1.8720 6.6177 -1.1341 -1.05 0.31 -1.32
C 0.7769 7.7028 -1.0308 1.00 -0.43 0.57
Cl -0.4111 7.2333 0.2422 0.02 0.23 -0.32
C -0.2380 3.8129 -0.9672 0.30 0.00 0.14
C -0.4503 2.6266 -0.3217 -1.58 -0.61 0.36
C 0.5820 1.7785 0.0495 -0.16 -0.47 0.33
C 0.1781 0.4815 0.7187 0.04 -0.16 -0.06
O 0.7808 -0.0182 1.6506 -0.14 0.13 -0.51
C -1.0525 -0.1549 0.1169 0.53 0.55 0.26
C -1.1863 -1.5070 -0.0876 0.36 -0.02 0.30
C -2.3454 -1.9584 -0.6861 -0.14 -1.20 -0.43
C -3.3589 -1.1204 -1.0875 -1.20 0.82 -0.13
C -4.6333 -1.5912 -1.7908 1.11 0.05 -0.87
C -4.3538 -2.6947 -2.8542 -0.27 -0.01 0.36
C -4.3688 -2.1653 -4.2993 0.31 -0.95 0.01
C -3.0387 -1.5723 -4.7275 -0.12 0.52 -0.27
O -2.0189 -2.5995 -4.8308 0.49 0.29 0.69
C -0.8121 -2.0382 -5.1245 0.47 0.73 -1.51
O -0.5796 -1.4609 -6.1629 -0.45 -0.55 1.07
C -3.2366 0.2527 -0.8526 -0.08 -0.60 0.10
C -2.0841 0.6929 -0.2599 0.23 1.70 0.26
C -1.8636 2.1704 -0.0157 0.13 0.05 0.17
O -2.7189 2.9189 0.4105 0.27 -0.35 -0.56
H 4.8878 0.6336 3.0341 0.09 -0.11 -0.22
H 5.1955 0.0485 1.3559 -0.10 -0.19 0.21
H 3.6419 -0.3449 2.2202 0.33 -0.09 0.01
H 3.0649 2.0921 2.1621 0.29 0.27 -0.09
H 3.7210 1.1493 -0.6718 0.19 0.03 0.41
H 2.6584 0.1848 0.3412 -0.14 0.22 -0.09
H 3.6379 3.3040 -1.9916 0.18 0.12 0.03
H 2.0887 5.2172 -2.7828 -0.12 0.16 0.15
H 0.4264 5.7002 -2.5660 0.11 0.23 0.27
H 2.6950 7.0756 -1.6973 0.06 -0.08 0.40
H 2.2050 6.2801 -0.1523 0.04 0.11 -0.13
H 0.2542 7.8098 -1.9816 -0.03 0.08 0.22
H 1.2517 8.6437 -0.7448 -0.43 0.00 0.10
H -1.0751 4.4470 -1.2402 0.15 -0.01 0.05
H -0.3872 -2.1752 0.2144 -0.21 -0.07 -0.06
H -2.4693 -3.0180 -0.8873 0.20 0.09 0.25
H -5.4270 -1.8656 -1.0907 0.24 -0.08 0.01
H -4.9755 -0.7161 -2.3609 -0.27 -0.13 0.34
H -5.0728 -3.5100 -2.7081 0.01 0.20 -0.32
H -3.3727 -3.1623 -2.7123 -0.19 0.11 0.14
H -4.5506 -3.0359 -4.9462 -0.14 0.37 -0.11
H -5.1559 -1.4199 -4.4626 0.09 -0.17 0.01
H -2.6891 -0.8303 -3.9924 -0.11 -0.07 -0.14
H -3.1053 -1.0920 -5.7109 -0.12 -0.01 0.23
H -0.0034 -2.0982 -4.3713 -0.56 -0.52 0.16
H -4.0212 0.9505 -1.1307 0.11 -0.05 0.06
C 6.8545 2.0434 -3.2006 0.06 0.07 -0.27
N 6.5785 3.1139 -4.1395 -0.03 -0.11 0.16
C 7.2271 3.1014 -5.4400 -0.15 0.21 0.04
C 5.7376 4.1245 -3.8451 -0.05 0.06 0.04
O 5.4665 5.0485 -4.5853 0.02 -0.04 -0.08
H 7.9218 2.0226 -2.9719 -0.03 -0.10 0.10
H 6.5640 1.0866 -3.6403 0.04 -0.06 0.11
H 6.2983 2.1926 -2.2759 0.01 0.06 -0.02
H 7.8206 4.0083 -5.5612 0.02 -0.04 -0.10
H 6.4708 3.0782 -6.2255 0.09 0.01 -0.07
H 7.8707 2.2294 -5.5268 -0.03 -0.01 0.07
H 5.3018 4.0415 -2.8350 0.10 0.01 0.05
C -0.6867 -4.1341 4.5950 0.18 -0.31 -0.13
N -0.7637 -4.5531 3.2057 -0.09 0.15 0.09
C 0.0499 -5.6703 2.7588 -0.14 0.10 -0.18
C -1.5635 -3.9409 2.3182 -0.06 0.06 0.03
O -1.6685 -4.2466 1.1427 0.09 -0.23 0.04
H 0.3382 -3.8389 4.8278 -0.05 0.05 0.12
H -0.9792 -4.9623 5.2415 0.00 0.14 0.16
H -1.3484 -3.2912 4.7800 0.00 0.00 -0.06
H 0.7148 -5.3419 1.9587 0.03 -0.11 0.00
H -0.5945 -6.4589 2.3680 0.10 -0.05 -0.03
H 0.6384 -6.0567 3.5872 -0.04 0.06 0.04
H -2.1382 -3.1067 2.7559 0.02 0.01 0.03
C -6.0299 -4.8358 7.1834 0.14 0.21 -0.15
N -4.6336 -4.4804 7.0215 -0.10 -0.11 0.07
C -4.2867 -3.3473 6.1814 0.20 -0.11 0.13
C -3.6445 -5.1678 7.6257 0.02 -0.09 0.09
O -2.4585 -4.9162 7.5282 -0.02 0.09 -0.14
H -6.4623 -5.0748 6.2096 -0.12 -0.03 0.07
H -6.5735 -3.9954 7.6198 -0.11 -0.08 0.00
H -6.1303 -5.6999 7.8370 0.06 0.01 0.00
H -3.6380 -3.6799 5.3699 -0.02 0.10 -0.04
H -3.7471 -2.6053 6.7718 0.01 0.05 -0.10
H -5.1871 -2.8998 5.7679 -0.03 -0.05 0.04
H -4.0133 -6.0072 8.2386 -0.05 0.01 -0.01
```
Positions in Å, forces in eV/Å.


# 3
Computed, not measured: a single C34H47NO7 molecule in a non-equilibrium geometry, with wB97M-V/def2-TZVPD.

Properties
HOMO-LUMO gap	7.95	eV
2S+1	1
relative energy (zero: lowest compared OMol25 entry of this formula, charge and spin)	0.5	kcal per mole
HOMO	-7.5825	eV
total charge	0
SMILES string	CCCCCc1cc(=O)oc2c([C@H](CCN3CCC[C@@H](C)C3)c3cc(OC)c(OC)c(OC)c3)c(OC)cc(OC)c12

```
89
Properties=species:S:1:pos:R:3:forces:R:3
C 4.1422 3.5804 -0.0241 -0.16 0.19 -0.08
C 2.7624 4.2266 -0.0098 0.07 -0.26 0.19
C 1.8014 3.4793 0.9121 -0.11 0.36 -0.31
C 0.3792 4.0273 0.8188 0.16 -0.21 0.17
C -0.5945 3.3199 1.7753 -0.08 0.23 -0.05
C -0.5179 1.8338 1.6048 0.08 -0.20 0.62
C 0.0607 1.0958 2.5853 -0.22 0.35 -0.27
C 0.3517 -0.3040 2.4377 0.30 -0.22 0.60
O 0.8301 -1.0313 3.2818 -0.22 0.21 -0.31
O 0.1055 -0.8399 1.2107 -0.08 -0.17 0.05
C -0.4977 -0.1607 0.2140 -0.54 0.68 -0.91
C -0.6642 -0.8640 -0.9787 0.09 0.13 -0.19
C -0.0339 -2.2268 -1.1639 -0.08 -0.02 0.25
C -0.7088 -3.2990 -0.3026 -0.19 0.05 -0.27
C -2.2005 -3.4255 -0.6148 0.16 -0.12 0.11
N -2.9565 -2.2528 -0.2109 -0.26 -0.30 0.01
C -4.2146 -2.1288 -0.9184 -0.05 0.25 -0.14
C -4.8591 -0.7803 -0.6112 -0.20 -0.23 0.05
C -5.0909 -0.6353 0.8881 0.33 0.17 -0.17
C -3.7649 -0.8361 1.6183 -0.25 -0.21 0.27
C -3.9273 -0.7395 3.1313 0.10 0.01 -0.30
C -3.1792 -2.1911 1.2211 0.13 0.33 0.03
C 1.4515 -2.0500 -0.9126 0.42 -0.05 -0.30
C 2.0961 -2.5369 0.2144 0.19 -0.19 0.09
C 3.4241 -2.2231 0.4597 -0.02 0.01 -0.09
O 4.1004 -2.6476 1.5642 0.20 0.18 -0.44
C 3.3721 -3.2717 2.6002 -0.17 -0.08 0.23
C 4.1528 -1.4215 -0.4412 0.30 0.15 0.17
O 5.4825 -1.1139 -0.1933 -0.48 -0.44 -0.22
C 5.7260 -0.3445 0.9674 0.06 0.21 0.26
C 3.5162 -0.9729 -1.6016 -0.11 -0.01 0.03
O 4.0578 -0.2087 -2.5944 -0.27 -0.12 0.21
C 5.4306 0.1128 -2.6067 0.40 0.09 -0.13
C 2.1736 -1.2890 -1.8121 0.12 -0.09 0.09
C -1.3558 -0.2402 -2.0147 0.33 0.17 0.66
O -1.4927 -0.9437 -3.1668 0.08 -0.15 0.30
C -2.2208 -0.3875 -4.2337 -0.13 0.10 -0.24
C -1.8864 1.0372 -1.8322 -0.16 0.23 -0.37
C -1.6794 1.7456 -0.6625 0.18 -0.34 0.11
O -2.2091 2.9811 -0.4533 0.19 -0.27 0.20
C -3.0177 3.5658 -1.4444 -0.14 0.13 -0.19
C -0.9205 1.1736 0.3864 -0.01 -0.20 -0.27
H 4.8198 4.1329 -0.6710 0.14 -0.01 -0.04
H 4.0725 2.5587 -0.3923 0.05 -0.14 -0.03
H 4.5650 3.5580 0.9784 0.09 -0.04 0.10
H 2.3574 4.2281 -1.0246 -0.05 0.08 -0.03
H 2.8470 5.2663 0.3152 -0.06 0.07 -0.05
H 1.8015 2.4223 0.6346 0.05 -0.06 0.05
H 2.1567 3.5505 1.9428 0.05 -0.09 0.09
H 0.3831 5.0934 1.0566 -0.04 0.05 -0.05
H 0.0252 3.9172 -0.2061 -0.03 0.06 -0.05
H -1.6046 3.6785 1.5853 0.04 0.00 0.12
H -0.3244 3.5667 2.8037 -0.01 -0.04 0.02
H 0.3765 1.5440 3.5139 0.04 0.04 0.05
H -0.1724 -2.5005 -2.2134 0.06 -0.01 0.12
H -0.5775 -3.0657 0.7507 0.08 -0.13 0.08
H -0.2300 -4.2592 -0.5049 0.04 -0.04 0.09
H -2.5936 -4.3398 -0.1326 -0.03 0.03 -0.09
H -2.3198 -3.5426 -1.6953 -0.04 -0.05 0.00
H -4.0151 -2.2051 -1.9908 -0.01 -0.07 0.01
H -4.9179 -2.9394 -0.6449 0.02 -0.02 -0.04
H -4.1848 0.0101 -0.9460 -0.02 0.04 -0.07
H -5.8016 -0.6930 -1.1567 0.00 0.03 -0.05
H -5.5029 0.3504 1.1151 -0.06 0.01 0.06
H -5.8102 -1.3867 1.2240 -0.07 -0.04 0.08
H -3.0692 -0.0602 1.2841 0.01 -0.02 -0.02
H -4.6005 -1.5140 3.4941 -0.09 -0.09 0.09
H -4.3366 0.2292 3.4092 -0.05 0.09 0.08
H -2.9659 -0.8609 3.6256 0.10 -0.01 0.14
H -2.2274 -2.3309 1.7344 0.01 -0.06 0.07
H -3.8639 -2.9961 1.5533 0.02 -0.02 0.02
H 1.5597 -3.1411 0.9220 -0.09 -0.04 0.16
H 2.5462 -2.6421 2.9453 0.04 -0.07 -0.05
H 4.0861 -3.4124 3.4107 -0.06 -0.03 -0.03
H 2.9905 -4.2486 2.2873 0.00 0.02 0.00
H 5.1511 0.5891 0.9500 0.03 -0.03 -0.04
H 5.4850 -0.8964 1.8775 0.04 0.06 -0.08
H 6.7908 -0.1156 0.9497 -0.03 0.05 0.05
H 5.6887 0.8268 -1.8199 0.00 -0.06 -0.04
H 6.0551 -0.7758 -2.5031 -0.02 0.10 -0.03
H 5.6044 0.5750 -3.5794 0.01 -0.02 0.07
H 1.7075 -0.8993 -2.7036 -0.08 0.08 -0.15
H -2.1916 -1.1329 -5.0273 -0.03 0.08 0.04
H -3.2635 -0.1994 -3.9570 0.04 0.01 0.01
H -1.7644 0.5386 -4.5979 -0.02 -0.03 0.05
H -2.4595 1.4867 -2.6247 -0.06 0.05 -0.06
H -3.9051 2.9596 -1.6522 0.05 -0.01 0.00
H -3.3287 4.5258 -1.0345 -0.01 -0.06 -0.07
H -2.4632 3.7367 -2.3727 -0.02 -0.04 0.03
```
Positions in Å, forces in eV/Å.